Density functional theory data (the ωB97M-V functional and the def2-TZVPD basis) for a 15-piece molecular cluster, C32H36BrCl42N2OPS3 overall at a distorted geometry.

Geometry (Å):
N  2.950421  -4.608635  -1.652396
C  2.667096  -3.163873  -1.506642
C  2.033698  -2.507109  -2.768591
N  0.764404  -1.822712  -2.574839
C  0.876597  -0.648922  -1.787849
C  2.109597  -0.134080  -1.426713
C  2.247775  1.014324  -0.689410
C  1.168827  1.737577  -0.263724
C  -0.065800  1.269856  -0.636305
Br  -1.583516  2.321250  -0.098139
C  -0.212854  0.106030  -1.359469
S  -1.850992  -0.444021  -1.763442
C  -1.587261  -2.206213  -1.894482
C  -0.328094  -2.666136  -2.286581
C  -0.225706  -4.044455  -2.428237
C  -1.275980  -4.894773  -2.200252
S  -0.957794  -6.649814  -2.447122
C  -2.520421  -4.426557  -1.786123
P  -3.892703  -5.596382  -1.503032
S  -4.489646  -5.705900  0.354787
C  -2.652004  -3.045830  -1.622661
C  -3.998417  -2.524192  -1.126719
C  -3.917503  -1.841498  0.270332
C  -4.746181  -0.534160  0.254744
C  -6.214762  -0.886138  0.044200
O  -7.044937  0.269521  0.219111
H  2.191665  -5.095308  -1.177102
H  3.753158  -4.808135  -1.060744
H  2.014486  -2.959319  -0.643714
H  3.624006  -2.657772  -1.285173
H  2.778983  -1.818162  -3.175246
H  1.956851  -3.286308  -3.528657
H  3.034962  -0.616268  -1.719735
H  3.246459  1.363051  -0.434285
H  1.302933  2.639602  0.319982
H  0.691833  -4.531386  -2.756970
H  -1.676853  -6.961459  -3.551021
H  -4.976350  -5.166344  -2.282722
H  -3.600860  -6.881875  -1.983478
H  -4.368370  -1.799982  -1.866167
H  -4.751195  -3.311333  -1.054249
H  -2.888880  -1.521418  0.473750
H  -4.211176  -2.504844  1.090683
H  -4.416151  0.006246  -0.637429
H  -4.569075  0.073592  1.146798
H  -6.417618  -1.284089  -0.963542
H  -6.503278  -1.692695  0.741586
H  -7.961506  -0.026161  0.225245
C  2.730152  5.522243  0.094595
Cl  1.962330  6.134128  -1.372067
Cl  1.517348  5.011901  1.266539
Cl  3.829816  4.194324  -0.282891
H  3.308523  6.325268  0.534874
C  2.634429  6.232599  4.981248
Cl  3.796486  5.732291  6.219667
Cl  3.466106  6.666764  3.483396
Cl  1.452895  4.959195  4.688455
H  2.112324  7.110725  5.338974
C  -2.895876  5.347456  4.418085
Cl  -1.504602  5.577110  3.361844
Cl  -4.006838  4.162744  3.729506
Cl  -2.374393  4.849234  6.032267
H  -3.417413  6.292118  4.505952
C  -6.017750  3.602852  -1.808233
Cl  -4.689779  2.858724  -0.924784
Cl  -5.449382  5.030575  -2.693662
Cl  -6.762320  2.452658  -2.920953
H  -6.766401  3.919936  -1.093247
C  4.004269  1.605752  3.418439
Cl  5.028347  1.560895  1.981836
Cl  4.102659  3.156913  4.257802
Cl  2.328465  1.257754  2.985574
H  4.347752  0.834706  4.097162
C  -2.709468  7.203210  -0.963496
Cl  -1.793463  8.524627  -0.230110
Cl  -2.188633  5.648922  -0.320946
Cl  -4.443633  7.430650  -0.707449
H  -2.518731  7.209038  -2.029389
C  8.145003  -0.154431  -0.162499
Cl  7.756303  -0.496170  1.523347
Cl  8.013388  -1.620531  -1.140929
Cl  7.096671  1.115231  -0.803334
H  9.168317  0.195395  -0.210727
C  -7.769648  6.484164  -5.161251
Cl  -7.002248  7.748921  -6.125878
Cl  -9.203306  7.106758  -4.340144
Cl  -8.178418  5.092367  -6.165041
H  -7.064426  6.159750  -4.407419
C  -4.349076  1.302423  7.147385
Cl  -5.437464  2.409430  7.989063
Cl  -3.687354  0.109665  8.268155
Cl  -5.182313  0.505388  5.811638
H  -3.527080  1.878637  6.740150
C  6.741546  -3.804950  -0.239995
Cl  5.924466  -3.342045  -1.739359
Cl  5.596063  -4.522889  0.898104
Cl  8.067415  -4.915940  -0.568707
H  7.151359  -2.908936  0.211263
C  -5.319694  -2.546895  -5.202666
Cl  -6.701835  -3.286569  -6.012366
Cl  -5.765413  -0.991365  -4.496231
Cl  -4.670946  -3.625824  -3.958448
H  -4.545728  -2.374912  -5.940203
C  3.520375  2.314190  7.984494
Cl  4.376728  0.934155  7.288979
Cl  1.931058  1.828500  8.575169
Cl  4.469922  3.050935  9.276156
H  3.381064  3.051820  7.202635
C  11.241098  -6.255201  1.756423
Cl  9.996097  -5.346541  2.617245
Cl  12.106460  -7.323045  2.861772
Cl  10.538249  -7.176167  0.423069
H  11.950124  -5.549535  1.342827
C  3.369734  -5.378621  -4.793908
Cl  4.264955  -6.731704  -5.490664
Cl  3.606000  -3.914119  -5.758788
Cl  1.654932  -5.769239  -4.653612
H  3.746479  -5.194152  -3.792963

Atomic forces in eV per Å
N -0.3172 0.3321 0.5517
C 0.0149 0.5146 0.3503
C 1.0593 -0.7145 -0.3039
N -0.2756 -0.0191 0.7697
C 0.3062 0.6595 0.1203
C 1.0066 -0.5278 -0.3118
C 0.8658 0.3629 0.2480
C 0.0419 0.4472 0.0806
C -0.5365 0.5098 0.5078
Br 0.4649 -0.5220 -0.1029
C -1.3402 -0.9596 -0.4672
S -0.0760 -0.0914 -0.3559
C 0.4546 1.3302 0.1790
C -0.3277 -0.5326 -0.1157
C 1.1972 -0.4003 -0.1966
C -0.8602 -0.8528 -0.4598
S 0.3680 -0.2381 0.1788
C 0.4747 -0.5827 -0.6311
P -0.6274 0.1076 1.6029
S 0.1460 -0.0555 0.1121
C -1.3831 -0.6328 0.6928
C 0.4819 0.6502 0.4208
C 0.3001 0.9385 -0.1713
C -0.2783 -0.9134 -0.7094
C -0.4945 -0.0490 0.2647
O 0.1350 -0.0779 0.1824
H 0.0385 -0.2056 -0.3736
H 0.0474 -0.0593 -0.2015
H 0.0974 -0.0482 -0.1254
H -0.6585 -0.2348 -0.0881
H -0.4757 0.1052 -0.1454
H -0.3617 0.2749 0.0423
H -0.2247 0.0059 0.0644
H -0.1726 -0.1438 -0.0488
H -0.1831 -0.1513 -0.1154
H -0.3196 0.4294 0.1822
H 0.0527 0.5035 0.1925
H 0.3497 -0.2226 -0.2110
H 0.2306 0.4580 -0.4155
H 0.0427 -0.0378 0.1952
H 0.2134 0.0381 -0.1995
H -0.0856 -0.3081 -0.0181
H -0.0804 -0.0878 -0.3058
H 0.0581 0.3370 0.3250
H -0.2451 -0.1077 -0.0707
H 0.4224 0.0300 0.1097
H 0.0220 0.2973 0.0334
H 0.0876 0.0702 -0.0281
C -0.1388 -0.0110 -0.0800
Cl 0.0259 0.0154 0.0370
Cl -0.0648 0.0338 -0.0797
Cl 0.0664 0.0831 0.0418
H -0.0119 -0.0249 -0.0060
C -0.0655 -0.2051 -0.1265
Cl -0.0020 0.1640 0.0607
Cl 0.1465 0.1577 0.1652
Cl -0.0919 0.2205 0.2747
H 0.0313 -0.0258 0.0231
C -0.0002 -0.1491 -0.1055
Cl -0.1597 0.0938 -0.0812
Cl -0.0127 0.0194 0.0330
Cl -0.0175 0.0210 0.0383
H 0.0200 -0.0230 0.0191
C 0.0687 -0.1838 -0.0014
Cl -0.2055 0.1037 -0.1447
Cl -0.0519 -0.1759 -0.0665
Cl -0.0231 0.0260 0.0419
H -0.0005 0.0246 -0.0541
C -0.1854 0.0216 0.0062
Cl 0.0065 0.0944 0.1305
Cl 0.3838 -0.3280 -0.1750
Cl 0.0049 -0.0321 0.0610
H -0.0193 0.0362 0.0110
C -0.0583 -0.0526 0.1571
Cl 0.0152 -0.0099 -0.0475
Cl 0.0457 0.0810 -0.0959
Cl 0.1277 0.2453 0.1216
H -0.0211 0.0242 0.0244
C 0.1556 0.0662 -0.0869
Cl 0.0885 -0.1241 -0.0109
Cl 1.4942 2.1758 -0.5891
Cl 0.0423 -0.0499 -0.0028
H -0.0334 0.0399 0.0293
C -0.0608 0.0154 -0.0728
Cl 0.0109 -0.0195 0.0341
Cl 0.0400 -0.0161 0.0162
Cl 0.0296 0.0105 0.0427
H -0.0484 -0.0039 -0.0313
C -0.0821 -0.0539 0.0056
Cl 0.0585 0.0200 -0.0354
Cl 0.0346 0.0376 -0.0214
Cl 0.0502 0.0503 -0.0055
H -0.0367 0.0021 -0.0003
C -0.4666 -0.8202 0.4404
Cl -0.2214 -0.7745 -0.1520
Cl -0.0791 -0.0408 0.0353
Cl -0.0527 0.0605 -0.0129
H -0.4126 -0.5835 0.2104
C -0.0863 0.0487 0.0032
Cl 0.0593 0.0110 0.0027
Cl 0.0679 -0.0312 0.0139
Cl -0.2004 0.3378 -0.8790
H -0.0138 -0.0061 0.0288
C -0.0608 0.0068 0.0172
Cl 0.0102 -0.0081 -0.0222
Cl 0.0254 0.0253 -0.0466
Cl -0.0024 0.0196 -0.0631
H 0.0062 -0.0394 -0.0010
C -0.0638 -0.0657 0.0552
Cl 0.0380 0.0146 -0.0192
Cl 0.0149 0.0343 -0.0363
Cl 0.0574 0.0187 0.0142
H -0.0242 -0.0174 0.0042
C 0.1005 -0.1064 -0.1107
Cl -0.0074 0.0249 0.0157
Cl 0.0267 0.0009 0.0025
Cl 0.2141 -0.1426 -0.2155
H -0.1405 0.0124 0.0265

As for the HOMO energy: -7.9 eV. The frontier orbital gap comes out at 7.818 eV. Its net charge is 0.

Density functional theory data (the ωB97M-V functional and the def2-TZVPD basis) for C21H22N6O3PRu as an isolated structure.

Geometry (Å):
Ru  0.683103  0.537591  0.092670
N  2.361064  4.073606  -1.590677
C  3.514654  3.381228  -1.882923
C  3.347020  2.136205  -1.367809
N  2.113617  2.057932  -0.763572
C  1.546814  3.242004  -0.916205
C  0.217598  3.494281  -0.380053
N  -0.315906  2.673150  0.509200
C  -1.590561  3.141498  0.743370
C  -1.805129  4.259772  0.005308
N  -0.651153  4.464425  -0.716440
H  2.202029  5.045874  -1.800050
H  4.332588  3.832116  -2.415678
H  4.025116  1.301878  -1.389821
H  -2.261657  2.652671  1.427379
H  -2.661530  4.902826  -0.088559
H  -0.518545  5.191806  -1.400384
O  -2.454496  1.061604  -1.641246
C  -1.647072  0.205572  -1.898067
O  -0.380184  0.206301  -1.611017
C  -2.086069  -1.100608  -2.611153
P  -1.532097  -2.516461  -1.645092
C  0.236229  -2.598946  -1.568208
C  0.989794  -2.623105  -2.742372
C  2.368889  -2.504128  -2.675967
C  2.994474  -2.352916  -1.444701
C  2.246823  -2.346064  -0.267567
C  0.871554  -2.488883  -0.321319
C  -2.273569  -2.614686  -0.031118
C  -2.580731  -1.485417  0.736421
C  -3.195016  -1.650493  1.965711
C  -3.503390  -2.923307  2.433689
C  -3.187436  -4.045094  1.679587
C  -2.575555  -3.893836  0.446104
H  -1.592347  -1.150221  -3.584170
H  -3.166255  -1.131865  -2.737312
H  0.506008  -2.730399  -3.705591
H  2.955926  -2.532106  -3.583386
H  4.071733  -2.262727  -1.398020
H  2.736131  -2.258730  0.693532
H  0.295519  -2.519133  0.596404
H  -2.335216  -0.478767  0.409130
H  -3.439719  -0.780362  2.559684
H  -3.994492  -3.039120  3.390435
H  -3.428937  -5.034480  2.041862
H  -2.347263  -4.767335  -0.152581
N  0.998536  1.831327  3.302172
C  1.304045  0.536688  3.162914
N  1.801922  -0.139975  4.200378
O  1.125300  -0.058878  2.060924
H  1.121520  2.315974  4.174508
H  0.589264  2.319069  2.517697
H  1.948478  0.276579  5.103252
H  2.018592  -1.113921  4.078708

Atomic forces in eV per Å
Ru -0.0392 0.2137 -0.0496
N 0.0546 -0.0803 0.0264
C 0.0269 0.0616 -0.0269
C -0.0344 -0.0513 0.0556
N 0.0696 0.0214 -0.0747
C -0.1030 0.0430 0.0439
C 0.0768 0.0524 -0.1247
N -0.0698 -0.1067 -0.0229
C 0.0901 0.0045 0.0820
C -0.0294 -0.0025 -0.0955
N -0.0251 -0.0133 0.1462
H -0.0116 -0.0026 -0.0059
H -0.0010 0.0033 -0.0052
H 0.0005 -0.0052 -0.0071
H -0.0085 -0.0084 -0.0114
H 0.0023 0.0135 -0.0037
H 0.0003 -0.0018 -0.0048
O 0.0346 0.0161 -0.0499
C -0.1347 -0.0474 0.1013
O 0.1144 0.0536 -0.0625
C 0.0727 0.0908 0.0011
P 0.0245 -0.0719 0.0928
C 0.0212 0.0321 0.0721
C 0.0199 0.0057 -0.0397
C -0.0128 0.0005 0.0449
C -0.0350 -0.0078 -0.0319
C 0.0655 0.0112 -0.0379
C -0.1009 -0.0976 0.0518
C -0.0294 -0.0450 -0.0470
C 0.0320 0.1571 0.0550
C 0.0338 -0.0360 0.0064
C 0.0149 -0.0134 -0.0265
C -0.0044 0.0459 0.0130
C 0.0130 -0.0155 -0.0084
H -0.0349 0.0006 -0.0186
H 0.0017 -0.0055 -0.0071
H 0.0002 0.0002 -0.0020
H -0.0035 0.0017 -0.0074
H 0.0037 -0.0055 0.0032
H 0.0216 0.0080 -0.0157
H -0.0227 0.0069 -0.0276
H -0.1188 -0.1467 -0.1091
H -0.0068 -0.0059 0.0155
H -0.0049 -0.0046 0.0022
H -0.0029 -0.0020 0.0075
H -0.0046 -0.0064 0.0038
N 0.0331 -0.0284 0.0802
C -0.0802 0.1292 -0.0256
N -0.0158 -0.0104 -0.0347
O 0.0991 -0.1774 0.0918
H -0.0079 0.0224 -0.0200
H 0.0114 -0.0108 0.0112
H -0.0005 0.0096 -0.0032
H 0.0040 0.0055 -0.0008

As for the HOMO energy (spin up / spin down): -14.0 / -14.1 eV. The frontier orbital gap (spin up / spin down) comes out at 9.181 / 6.118 eV. The expectation value of S² is 8.7652. Its spin multiplicity is 6. Its net charge is +2.

Density functional theory data (the ωB97M-V functional and the def2-TZVPD basis) for a 5-piece molecular cluster, C16H33BBrCl8O2S overall at a distorted geometry.

Geometry (Å):
C  4.281209  2.080532  1.618424
C  3.077523  2.484494  0.736579
S  3.006317  1.421324  -0.757452
C  1.252907  1.570512  -1.222980
C  0.614553  2.952588  -0.978700
O  1.373145  4.095077  -1.163616
B  0.923683  5.117240  -0.173881
O  -0.107837  4.415650  0.646512
C  -0.341160  3.078569  0.291473
C  -1.744321  2.858013  -0.275641
C  -2.838587  2.707198  0.787307
C  -2.799508  1.364745  1.516491
Br  -3.947799  0.023711  0.629977
H  3.917784  1.749252  2.590896
H  4.889888  2.972272  1.772027
H  4.892916  1.327018  1.123216
H  2.117455  2.367674  1.231182
H  3.185611  3.513520  0.412985
H  0.698769  0.857904  -0.593113
H  1.098501  1.223591  -2.242949
H  -0.115298  3.014162  -1.811587
H  0.535393  6.189396  -0.639025
H  1.853708  5.458707  0.574865
H  -0.043884  2.489182  1.174353
H  -1.763979  1.969183  -0.915697
H  -1.979004  3.757622  -0.845183
H  -2.855974  3.550476  1.480682
H  -3.796501  2.750536  0.258426
H  -3.219000  1.474433  2.512001
H  -1.797209  0.952395  1.581845
Cl  -0.003792  -0.936898  0.116456
C  0.516630  -2.619457  -0.164947
C  1.859547  -2.678791  -0.848318
Cl  1.778583  -2.092323  -2.530743
H  -0.253119  -3.118919  -0.749989
H  0.567351  -3.098698  0.807683
H  2.205763  -3.708838  -0.888673
H  2.602448  -2.083185  -0.319681
Cl  1.798241  -5.207425  1.425608
C  2.314176  -6.886541  1.151661
C  3.659530  -6.963955  0.476033
Cl  3.597222  -6.384459  -1.208199
H  1.542232  -7.381681  0.565719
H  2.363735  -7.366748  2.128457
H  3.994975  -7.999835  0.443406
H  4.405532  -6.376707  1.006073
Cl  -1.145912  4.769356  -3.949200
C  -2.678671  5.525650  -4.439388
C  -3.577544  5.796626  -3.259264
Cl  -4.197792  4.293881  -2.529887
H  -3.162438  4.875092  -5.165243
H  -2.428508  6.465953  -4.930252
H  -4.444187  6.375148  -3.578572
H  -3.057801  6.355545  -2.483934
Cl  -1.309915  -5.892050  0.631090
C  -2.471825  -6.554358  1.807703
C  -2.432746  -5.814972  3.120591
Cl  -0.911309  -6.100920  4.005192
H  -2.253134  -7.611568  1.939609
H  -3.461724  -6.460835  1.363000
H  -3.241961  -6.162448  3.761346
H  -2.542888  -4.742614  2.977249

Atomic forces in eV per Å
C -0.6135 0.5373 -0.2725
C 0.3017 -0.3699 -0.4356
S -0.0017 -0.0381 -0.0507
C -0.0360 0.3227 1.2488
C -1.3993 -0.3020 -1.5764
O 0.4570 -0.2471 0.8169
B 0.4933 0.1447 0.6213
O -1.0830 0.1062 0.5002
C 1.9021 1.6284 -1.4679
C -0.3507 -0.0721 1.5082
C -0.3763 -0.3595 -0.8048
C -0.2223 0.6308 0.2293
Br 0.3163 0.0797 0.1177
H 0.2642 -0.2786 -0.0107
H 0.1413 -0.1136 0.1219
H 0.0059 -0.1326 0.2281
H 0.0983 0.1140 0.2280
H -0.3040 0.0543 -0.0444
H 0.4794 0.8523 -0.5770
H 0.4573 0.1391 -0.1329
H -0.1240 -0.3594 0.1153
H -0.4160 -0.1248 -0.4503
H 0.3116 -0.1085 0.0847
H -0.3172 -0.6220 -0.3371
H -0.0283 0.0913 -0.1038
H 0.2145 -0.2019 -0.2633
H 0.3395 -0.1178 0.1590
H -0.0683 0.1198 0.1567
H 0.0028 -0.2563 0.0510
H -0.0508 -0.1769 -0.0749
Cl -0.3959 -0.9326 0.3246
C -0.0790 0.0032 0.0178
C 0.1035 -0.0667 0.0950
Cl -0.0062 0.0277 -0.0106
H 0.0015 0.0732 -0.0443
H 0.0342 0.0550 0.0187
H -0.0603 -0.0185 -0.0350
H -0.0753 0.1364 -0.0808
Cl 0.3535 -0.1209 0.1332
C -0.0615 -0.1176 0.1110
C 0.0664 -0.1005 0.0456
Cl 0.0025 0.0359 -0.0016
H -0.0030 0.0817 -0.0447
H 0.0555 0.0237 -0.0013
H -0.0561 -0.0067 -0.0169
H -0.0474 0.0705 -0.0372
Cl -0.0234 -0.0009 0.0082
C 0.1074 -0.0114 -0.0709
C -0.0514 0.1824 0.0138
Cl -0.0870 -0.0192 -0.0257
H -0.0191 -0.0319 0.0575
H -0.0237 0.0289 0.0611
H 0.0005 -0.0456 -0.0484
H 0.0798 -0.1147 0.0152
Cl -0.1475 -0.1076 -0.0319
C -0.1455 -0.0380 -0.0748
C -0.1230 0.0338 0.0366
Cl 0.0226 0.0012 -0.0009
H 0.0763 0.0308 0.0180
H -0.0011 0.0628 0.0386
H 0.0160 -0.0465 -0.0224
H 0.0926 -0.0076 -0.0319

As for the HOMO energy: -3.4 eV. The frontier orbital gap comes out at 5.212 eV. Its net charge is -1.